A cluster of 3 separate species, C8H19NO in total, computed with ωB97M-V/def2-TZVPD.

Orbital gap ... 10.273 eV
E_HOMO ... -9.36 eV
Energy above the lowest of the compared OMol25 structures with the same formula, charge and spin ... 51.7 kcal per mole

Last column: natural (NBO) charge in e.
Cartesian coordinates (Å):
1 C 1.68 -0.60 -2.00  0.205
2 C 2.28 0.25 -3.07  -0.692
3 N 1.63 -0.37 -0.76  -0.667
4 C -1.22 -0.07 -2.57  -0.401
5 C -1.02 1.22 -2.41  -0.401
6 H 1.31 -1.58 -2.31  0.174
7 H 2.00 0.54 -0.49  0.343
8 H 0.22 -1.06 -0.01  0.496
9 H -1.43 -0.48 -3.54  0.189
10 H 1.55 0.40 -3.86  0.239
11 H 3.14 -0.27 -3.51  0.234
12 H 2.60 1.21 -2.68  0.215
13 H -0.81 1.65 -1.43  0.188
14 H -1.03 1.92 -3.23  0.189
15 C -0.38 0.06 2.23  -0.238
16 C -1.31 -0.53 1.16  -0.048
17 C 0.19 -1.05 3.11  -0.609
18 C -1.12 1.10 3.06  -0.604
19 O -0.68 -1.44 0.31  -0.783
20 H -1.22 -0.75 -1.71  0.234
21 H 0.45 0.55 1.71  0.183
22 H -1.76 0.30 0.58  0.145
23 H -2.13 -1.07 1.64  0.169
24 H 0.93 -0.66 3.79  0.201
25 H -0.61 -1.51 3.69  0.199
26 H 0.64 -1.82 2.49  0.224
27 H -0.45 1.53 3.81  0.208
28 H -1.50 1.90 2.44  0.204
29 H -1.96 0.65 3.58  0.202

---

The ion C8H19NPS with charge +1, computed with ωB97M-V/def2-TZVPD.

Orbital gap (alpha / beta) ... 8.392 / 8.391 eV
Net charge ... +1
E_HOMO (alpha / beta) ... -12.44 / -12.44 eV
Energy above the lowest of the compared OMol25 structures with the same formula, charge and spin ... 0.0 kcal per mole

Last column: natural (NBO) charge in e.
Cartesian coordinates (Å):
1 C 1.35 0.26 -0.39  -0.276
2 C -2.50 -1.29 -1.44  -0.606
3 C -0.13 -1.89 2.15  -0.617
4 C -0.69 2.51 -1.48  -0.666
5 C 3.65 0.31 0.56  -0.428
6 C -0.98 -1.12 -1.29  -0.746
7 C -0.72 -0.50 1.71  -0.749
8 C -1.26 1.76 -0.31  -0.632
9 N 2.22 0.29 0.68  -0.528
10 P -0.39 0.04 -0.07  1.475
11 S 1.85 0.20 -2.02  -0.023
12 H -2.99 -1.67 -0.51  0.220
13 H -2.88 -0.39 -1.74  0.217
14 H -2.64 -2.14 -2.15  0.253
15 H 1.01 -1.86 2.01  0.202
16 H -0.32 -2.05 3.19  0.244
17 H -0.44 -2.82 1.70  0.236
18 H 0.29 2.79 -1.19  0.229
19 H -0.70 2.04 -2.50  0.241
20 H -0.98 3.57 -1.54  0.259
21 H 3.86 -0.54 -0.10  0.227
22 H 4.09 1.17 0.17  0.235
23 H 4.09 -0.02 1.53  0.233
24 H -0.57 -0.51 -2.16  0.287
25 H -0.43 -2.03 -1.16  0.265
26 H -0.32 0.27 2.48  0.264
27 H -1.84 -0.52 1.89  0.279
28 H -2.33 1.57 -0.25  0.249
29 H -1.00 2.42 0.71  0.260
30 H 1.72 0.16 1.52  0.399

---

A structure of composition C8H20AlBBrO2S, computed with ωB97M-V/def2-TZVPD.

Orbital gap ... 7.503 eV
Net charge ... -1
E_HOMO ... -4.63 eV
Energy above the lowest of the compared OMol25 structures with the same formula, charge and spin ... 83.0 kcal per mole

Last column: natural (NBO) charge in e.
Cartesian coordinates (Å):
1 C 3.73 -0.79 -0.42  -0.664
2 C 2.79 -2.09 -0.73  -0.088
3 O 1.34 -1.84 -0.68  -0.764
4 B 0.83 -1.72 0.70  0.657
5 O 1.38 -2.59 1.80  -0.990
6 Al -0.64 -0.37 1.31  1.101
7 C -0.42 1.51 0.54  -0.988
8 C 1.12 1.96 0.20  -0.421
9 C 1.02 3.47 -0.52  -0.526
10 S 0.64 4.78 0.77  -0.115
11 C -2.56 -1.01 0.84  -0.705
12 Br -3.71 0.67 0.96  -0.129
13 C -2.70 -1.52 -0.72  -0.443
14 C -4.32 -1.59 -1.13  -0.644
15 H 4.76 -1.21 0.02  0.203
16 H 3.89 -0.22 -1.46  0.211
17 H 3.32 -0.05 0.39  0.227
18 H 3.03 -2.41 -1.85  0.171
19 H 3.16 -2.97 -0.06  0.183
20 H 2.01 -1.94 2.29  0.484
21 H -0.51 -0.23 2.92  -0.403
22 H -0.81 2.26 1.38  0.226
23 H -1.13 1.62 -0.42  0.203
24 H 1.56 1.22 -0.59  0.214
25 H 1.77 2.08 1.17  0.201
26 H 1.96 3.70 -1.19  0.198
27 H 0.08 3.40 -1.24  0.223
28 H -0.18 5.80 0.24  0.131
29 H -3.01 -1.75 1.63  0.211
30 H -2.13 -0.76 -1.43  0.209
31 H -2.21 -2.59 -0.92  0.211
32 H -4.43 -2.35 -2.04  0.185
33 H -4.70 -0.54 -1.55  0.219
34 H -4.94 -1.96 -0.20  0.212

---

A structure of composition C8H20AlO4, computed with ωB97M-V/def2-TZVPD.

Orbital gap (alpha / beta) ... 3.417 / 3.185 eV
2S+1 ... 2
Net charge ... +4
E_HOMO (alpha / beta) ... -24.19 / -23.96 eV
⟨S²⟩ ... 0.77

Last column: Mulliken spin population.
Cartesian coordinates (Å):
1 Al -1.80 -1.17 1.81  -0.046
2 C -1.28 1.91 -0.63  0.005
3 O -0.94 1.41 0.71  0.025
4 C -0.64 2.54 1.67  0.005
5 C 0.70 3.17 1.35  0.029
6 O 0.89 3.88 0.16  0.680
7 C 2.26 4.25 0.02  0.067
8 H -1.42 1.10 -1.35  0.000
9 H -0.62 2.63 -1.12  0.004
10 H -2.25 2.40 -0.62  0.003
11 H -0.63 1.99 2.61  0.002
12 H -1.42 3.31 1.72  0.003
13 H 1.40 2.33 1.32  0.030
14 H 0.94 3.91 2.11  0.036
15 H 2.98 3.73 0.65  0.005
16 H 2.38 5.31 0.24  0.086
17 H 2.50 4.23 -1.04  0.052
18 C 1.73 -2.00 0.24  0.002
19 O 0.48 -1.39 -0.11  -0.001
20 C 0.08 -1.81 -1.41  0.003
21 C -0.61 -3.12 -1.31  0.002
22 O -1.43 -3.28 -0.17  0.000
23 C -2.08 -4.55 -0.19  0.001
24 H 1.65 -3.06 0.47  0.002
25 H 2.22 -1.61 1.13  0.000
26 H 2.44 -1.93 -0.58  -0.001
27 H 0.91 -1.66 -2.11  -0.001
28 H -0.70 -1.09 -1.64  0.003
29 H 0.27 -3.74 -1.44  0.002
30 H -1.29 -3.08 -2.17  0.001
31 H -2.04 -4.85 0.85  0.002
32 H -1.57 -5.36 -0.72  0.000
33 H -3.12 -4.41 -0.46  0.001

---

A cluster of 2 separate species, C8H20ClN2O2 in total, computed with ωB97M-V/def2-TZVPD.

Orbital gap ... 9.117 eV
Net charge ... +1
E_HOMO ... -12.21 eV

Last column: natural (NBO) charge in e.
Cartesian coordinates (Å):
1 O -3.68 0.45 -1.22  -0.659
2 C -2.40 0.96 -1.24  0.093
3 C -1.73 1.31 -2.61  -0.445
4 C -0.32 1.74 -2.05  -0.231
5 N -0.67 2.42 -0.74  -0.537
6 C -2.14 2.28 -0.45  -0.054
7 Cl -2.90 3.78 -1.10  0.006
8 H -3.58 -0.45 -0.92  0.493
9 H -1.66 0.28 -0.77  0.165
10 H -1.73 0.40 -3.22  0.260
11 H -2.08 2.18 -3.16  0.248
12 H 0.30 0.86 -1.84  0.235
13 H 0.26 2.44 -2.66  0.247
14 H -0.28 3.36 -0.68  0.459
15 H -0.27 1.93 0.08  0.453
16 H -2.37 2.27 0.62  0.257
17 C 1.38 -3.17 1.47  -0.616
18 C 2.38 -2.15 0.92  -0.087
19 C 2.35 -0.80 1.67  -0.079
20 O 1.25 0.04 1.33  -0.578
21 C 0.05 -0.26 2.02  -0.251
22 N 2.14 -1.99 -0.52  -0.807
23 H 0.35 -2.95 1.17  0.191
24 H 1.61 -4.16 1.10  0.235
25 H 1.41 -3.21 2.56  0.211
26 H 3.37 -2.57 1.06  0.207
27 H 3.24 -0.24 1.38  0.193
28 H 2.41 -0.94 2.75  0.180
29 H 0.23 -0.61 3.04  0.202
30 H -0.53 -1.01 1.47  0.167
31 H -0.55 0.65 2.07  0.155
32 H 2.87 -1.39 -0.90  0.353
33 H 1.29 -1.44 -0.63  0.330

---

A cluster of 4 separate species, C8H20ClNO2P in total, computed with ωB97M-V/def2-TZVPD.

Orbital gap ... 9.869 eV
Net charge ... +1
E_HOMO ... -13.56 eV
Energy above the lowest of the compared OMol25 structures with the same formula, charge and spin ... 0.0 kcal per mole

Last column: natural (NBO) charge in e.
Cartesian coordinates (Å):
1 C 1.61 3.91 1.24  -0.706
2 C -1.84 -1.46 1.94  -0.628
3 C 0.67 -0.68 1.79  -0.665
4 C -0.97 -0.27 -2.60  -0.698
5 C -1.37 -2.55 -1.47  -0.706
6 C 2.40 2.59 1.00  0.489
7 C -0.53 -1.42 1.13  -0.055
8 C -1.04 -1.08 -1.31  0.488
9 N -0.79 -0.61 -0.13  -0.557
10 O -0.55 2.09 -0.78  -0.992
11 O 2.07 1.68 0.30  -0.578
12 P -1.17 1.28 0.44  1.338
13 Cl -3.07 1.26 -0.31  -0.260
14 H 1.54 3.98 2.29  0.243
15 H 2.18 4.72 0.87  0.252
16 H 0.74 3.84 0.74  0.200
17 H -2.00 -0.46 2.48  0.223
18 H -2.61 -1.73 1.23  0.221
19 H -1.70 -2.23 2.69  0.245
20 H 1.15 -0.03 1.03  0.253
21 H 1.51 -1.45 2.05  0.249
22 H 0.30 -0.17 2.71  0.228
23 H -1.94 0.25 -2.89  0.280
24 H -0.13 0.50 -2.50  0.263
25 H -0.86 -0.99 -3.37  0.244
26 H -1.50 -2.86 -2.56  0.258
27 H -2.08 -2.85 -0.77  0.248
28 H -0.48 -3.10 -1.30  0.260
29 H 3.29 2.50 1.53  0.121
30 H 3.88 -2.04 -2.71  0.015
31 H -0.22 -2.46 0.86  0.226
32 H 3.21 -2.56 -2.91  -0.015
33 H 0.28 2.39 -0.73  0.516

---

A structure of composition C8H20FeN2O6, computed with ωB97M-V/def2-TZVPD.

Orbital gap (alpha / beta) ... 2.406 / 2.407 eV
2S+1 ... 5
Net charge ... -2
E_HOMO (alpha / beta) ... 1.77 / 1.77 eV
⟨S²⟩ ... 6.02

Last column: Mulliken spin population.
Cartesian coordinates (Å):
1 Fe 0.80 1.20 -0.30  3.806
2 O 0.59 0.79 -2.23  0.044
3 H 0.32 0.46 -3.07  0.020
4 O 2.39 2.45 -0.31  0.063
5 H 3.05 2.43 -1.00  0.004
6 O -0.28 2.64 0.85  0.035
7 C -1.09 3.13 1.78  0.004
8 C -1.40 4.67 1.94  0.001
9 O -0.39 5.51 1.78  0.000
10 H -0.76 2.84 2.82  0.005
11 H -2.13 2.63 1.74  0.001
12 H -1.86 4.74 2.96  0.000
13 H -2.18 4.95 1.17  0.001
14 C 3.07 -1.23 0.27  -0.017
15 O 2.28 -0.38 0.06  0.021
16 N 3.14 -2.39 -0.43  -0.001
17 C 4.11 -3.40 -0.15  0.000
18 C 2.16 -2.69 -1.43  -0.002
19 H 3.87 -1.13 1.02  -0.002
20 H 4.82 -3.56 -0.98  0.000
21 H 3.63 -4.39 -0.13  0.000
22 H 4.58 -3.16 0.80  0.000
23 H 1.36 -1.95 -1.48  0.000
24 H 2.59 -2.67 -2.44  0.001
25 H 1.73 -3.69 -1.26  -0.001
26 C -1.84 0.18 0.57  0.015
27 O -0.65 -0.06 0.55  -0.004
28 N -2.76 -0.52 -0.14  0.006
29 C -4.18 -0.22 -0.08  -0.001
30 C -2.35 -1.70 -0.82  0.002
31 H -2.25 0.97 1.22  0.000
32 H -4.75 -1.14 -0.11  0.000
33 H -4.50 0.43 -0.91  0.000
34 H -4.36 0.42 0.79  0.000
35 H -3.08 -1.97 -1.59  0.000
36 H -1.37 -1.59 -1.27  -0.001
37 H -2.31 -2.59 -0.17  -0.001

---

A structure of composition C8H20LiNO7, computed with ωB97M-V/def2-TZVPD.

Orbital gap ... 8.031 eV
E_HOMO ... -7.79 eV
Energy above the lowest of the compared OMol25 structures with the same formula, charge and spin ... 29.5 kcal per mole

Last column: natural (NBO) charge in e.
Cartesian coordinates (Å):
1 Li 0.09 -0.42 0.12  0.835
2 N 1.05 -2.51 1.42  0.730
3 O 0.56 -1.75 2.19  -0.545
4 O 0.91 -2.30 0.22  -0.605
5 O 1.59 -3.53 1.86  -0.515
6 C -0.53 2.46 1.04  -0.252
7 O -0.88 1.08 0.99  -0.565
8 C -2.30 0.93 1.14  -0.082
9 C -2.56 -0.56 1.03  -0.085
10 O -1.78 -1.04 -0.06  -0.573
11 C -2.24 -2.15 -0.71  -0.253
12 H 0.51 2.66 1.32  0.195
13 H -1.05 2.92 1.87  0.177
14 H -0.77 2.95 0.10  0.178
15 H -2.83 1.43 0.33  0.178
16 H -2.68 1.24 2.11  0.189
17 H -3.59 -0.87 0.88  0.184
18 H -2.25 -1.10 1.93  0.207
19 H -3.19 -1.92 -1.20  0.159
20 H -2.41 -3.05 -0.13  0.183
21 H -1.48 -2.54 -1.39  0.210
22 C -0.33 -0.35 -3.01  -0.246
23 O 0.32 0.20 -1.82  -0.584
24 C 1.69 0.60 -1.95  -0.082
25 C 2.36 1.06 -0.60  -0.080
26 O 2.02 0.28 0.57  -0.555
27 C 2.71 0.77 1.73  -0.259
28 H -0.07 0.34 -3.81  0.173
29 H -1.40 -0.33 -2.81  0.204
30 H 0.01 -1.33 -3.37  0.190
31 H 1.90 1.35 -2.71  0.182
32 H 2.25 -0.28 -2.30  0.186
33 H 2.12 2.09 -0.31  0.166
34 H 3.43 1.14 -0.79  0.186
35 H 2.69 -0.01 2.49  0.229
36 H 2.38 1.69 2.21  0.169
37 H 3.76 0.86 1.44  0.171